[1]
{
  "formula": "C2H3Cl2PS",
  "method": "ωB97M-V/def2-TZVPD",
  "de_lowest_kcal_mol": 35.1,
  "smiles": "ClP(Cl)[C@H]1CS1",
  "orbital_gap_ev": 8.5,
  "homo_ev": -9.00,
  "spin_multiplicity": 1,
  "elements": ["C", "C", "P", "S", "Cl", "Cl", "H", "H", "H"],
  "coordinates": [[-0.9697, -0.7430, -0.5490], [-0.2763, 0.4673, 0.0753], [1.6470, 0.8658, -0.3830], [-1.4368, -0.7369, 1.2573], [2.0215, 1.8651, 1.3788], [2.2877, -0.9891, 0.2036], [-1.8734, -0.5504, -1.1566], [-0.4439, -1.5405, -0.9937], [-0.9561, 1.3616, 0.1673]],
  "forces_ev_per_a": [[-1.78, 2.43, 0.61], [-1.51, -0.68, -0.44], [-2.63, -1.09, 2.12], [2.54, 0.67, -1.54], [0.21, 0.30, -0.26], [0.35, -0.15, -0.34], [0.59, 0.16, 0.31], [1.06, -0.89, 0.18], [1.18, -0.74, -0.64]],
  "mulliken_charge": [-0.5519, -0.3711, 0.3246, -0.1123, -0.1856, -0.1694, 0.2621, 0.3585, 0.4450]
}

=====

[2]
{
  "formula": "C2H3Cl3N2",
  "method": "ωB97M-V/def2-TZVPD",
  "de_lowest_kcal_mol": 31.6,
  "orbital_gap_ev": [9.2, 8.0],
  "homo_ev": [-8.63, -9.91],
  "spin_multiplicity": 3,
  "elements": ["C", "C", "N", "N", "Cl", "Cl", "Cl", "H", "H", "H"],
  "coordinates": [[-0.8109, 0.1066, 1.6433], [0.2452, 0.5531, 0.9077], [0.2008, 0.8768, -0.4134], [-0.0363, -1.3567, -1.5037], [1.6145, 1.4067, -1.1640], [1.3695, -1.3166, -2.3340], [-1.3492, -0.8945, -2.4340], [-0.8315, 0.1573, 2.6513], [-1.6630, -0.3921, 1.2855], [1.2609, 0.8594, 1.3613]],
  "forces_ev_per_a": [[0.32, -0.21, -2.20], [3.16, 2.22, -1.25], [-1.28, -0.59, 1.24], [-0.85, -0.87, 0.64], [0.15, 0.67, 0.93], [0.86, -0.63, -0.97], [-0.27, 0.05, -0.36], [0.62, 0.18, 3.17], [-0.96, -0.17, -1.19], [-1.75, -0.65, 0.00]],
  "mulliken_charge": [-0.8054, 0.2911, -0.2970, -0.1001, -0.0553, 0.0289, 0.0280, 0.3195, 0.2917, 0.2987]
}

=====

[3]
{
  "formula": "C2H3Cl3O2Pd",
  "method": "ωB97M-V/def2-TZVPD",
  "total_charge": -2,
  "de_lowest_kcal_mol": 12.1,
  "orbital_gap_ev": [7.3, 7.4],
  "homo_ev": [-1.54, -1.65],
  "spin_multiplicity": 3,
  "elements": ["Pd", "C", "C", "O", "O", "H", "H", "H", "Cl", "Cl", "Cl"],
  "coordinates": [[1.7124, -1.0567, 0.0218], [-1.8769, 1.2603, -0.0912], [-0.5886, 0.4728, -0.1844], [0.1327, 0.4242, 0.8396], [-0.2981, -0.4229, -1.0539], [-2.2752, 1.2711, -1.1058], [-1.7707, 2.2843, 0.2670], [-2.5057, 0.7676, 0.6503], [3.5771, -0.4026, -1.4962], [0.8537, -3.4730, -0.1070], [3.0393, -1.1253, 2.2597]],
  "forces_ev_per_a": [[-0.03, -0.28, 0.61], [0.25, 0.16, -1.01], [1.53, -3.52, 0.89], [0.16, 1.51, 1.40], [-1.52, 1.98, -1.18], [-0.64, 0.02, 0.21], [0.45, -0.02, -0.08], [-0.13, -0.25, -0.35], [-0.05, -0.10, -0.08], [0.16, 0.51, 0.08], [-0.18, -0.01, -0.48]],
  "mulliken_charge": [0.5696, -0.9983, 1.1295, -0.7788, -0.7486, 0.2696, 0.2936, 0.2321, -0.6727, -0.6512, -0.6448]
}

=====

[4]
{
  "formula": "C2H3Cl3O6Pd",
  "method": "ωB97M-V/def2-TZVPD",
  "de_lowest_kcal_mol": 20.0,
  "orbital_gap_ev": 7.6,
  "homo_ev": -10.51,
  "spin_multiplicity": 1,
  "elements": ["Pd", "Cl", "C", "Cl", "H", "H", "O", "C", "O", "H", "O", "Cl", "O", "O", "O"],
  "coordinates": [[-0.3616, 0.4205, 0.3177], [-0.6291, -1.6885, -1.4886], [1.1202, -1.7018, -1.7379], [1.8666, -0.2156, -1.0991], [1.3185, -1.7360, -2.8022], [1.5468, -2.5430, -1.2056], [-0.9494, 3.6186, -1.9187], [-0.5034, 2.6565, -1.3652], [-1.2366, 1.7810, -0.6831], [0.5783, 2.4108, -1.3607], [0.3090, -1.0556, 1.5812], [-0.5835, -0.6098, 2.7400], [-0.2808, -1.3591, 3.8841], [-1.9238, -0.7702, 2.2731], [-0.2712, 0.7921, 2.8650]],
  "forces_ev_per_a": [[0.15, -0.26, -0.04], [-0.04, 0.10, -0.05], [0.05, -0.01, -0.01], [-0.08, 0.04, -0.03], [0.00, -0.03, 0.01], [-0.02, 0.01, 0.01], [0.02, -0.07, -0.05], [-0.18, -0.08, 0.23], [0.28, 0.19, -0.22], [-0.01, 0.04, -0.03], [-0.12, 0.01, 0.07], [0.10, 0.11, -0.35], [0.14, -0.18, 0.15], [-0.22, -0.17, 0.14], [-0.07, 0.29, 0.18]],
  "mulliken_charge": [0.7178, -0.0656, -0.2107, -0.0887, 0.3274, 0.3061, -0.4865, 0.4158, -0.6404, 0.1271, -0.5151, 1.7837, -0.5415, -0.5318, -0.5976]
}